{
  "formula": "C19H34O3",
  "method": "wB97M-V/def2-TZVPD",
  "symbols": ["C", "O", "C", "C", "C", "C", "C", "C", "C", "C", "C", "C", "C", "C", "C", "C", "C", "O", "O", "C", "C", "C", "H", "H", "H", "H", "H", "H", "H", "H", "H", "H", "H", "H", "H", "H", "H", "H", "H", "H", "H", "H", "H", "H", "H", "H", "H", "H", "H", "H", "H", "H", "H", "H", "H", "H"],
  "xyz": [[-1.15175, 4.47159, 0.51774], [-1.29804, 3.33755, 1.33114], [-0.37627, 2.25141, 1.15948], [-0.27288, 1.82280, -0.30634], [-1.01504, 1.12289, 1.97482], [0.98996, 2.66206, 1.75358], [2.09246, 1.59601, 1.76657], [2.99993, 1.64386, 0.53802], [4.16785, 0.65209, 0.60150], [5.09494, 0.86507, -0.59456], [3.68337, -0.81087, 0.67415], [2.64607, -1.12761, -0.34772], [1.42253, -1.57040, -0.05164], [0.35830, -1.84147, -1.00162], [0.65047, -1.68974, -2.45883], [-0.85179, -2.19500, -0.52069], [-2.06468, -2.47859, -1.28706], [-2.20700, -2.45557, -2.49025], [-3.06150, -2.79138, -0.43965], [-4.34138, -3.09487, -1.00701], [-5.11509, -1.80298, -1.25396], [-5.05910, -4.01591, -0.03062], [-1.89354, 5.18353, 0.87800], [-1.35510, 4.25437, -0.53654], [-0.15947, 4.92766, 0.60186], [-1.27121, 1.71707, -0.72651], [0.28171, 2.55018, -0.89483], [0.22397, 0.86000, -0.37117], [-0.43282, 0.21036, 1.90676], [-1.09947, 1.42316, 3.01532], [-2.01294, 0.92900, 1.59175], [0.78827, 2.98322, 2.77820], [1.35999, 3.53424, 1.20997], [2.71455, 1.75548, 2.65095], [1.64768, 0.60775, 1.85564], [3.41379, 2.65185, 0.44842], [2.41951, 1.44393, -0.36211], [4.74235, 0.84948, 1.51409], [4.56301, 0.71815, -1.53128], [5.49136, 1.87804, -0.58892], [5.93321, 0.17242, -0.56146], [3.29234, -1.01756, 1.67163], [4.54897, -1.46168, 0.51636], [2.93518, -0.96360, -1.37552], [1.16602, -1.73718, 0.98819], [-0.22114, -1.94924, -3.04903], [1.48068, -2.33536, -2.74108], [0.93055, -0.66009, -2.67810], [-0.99893, -2.28493, 0.54683], [-4.17286, -3.60501, -1.96517], [-5.23765, -1.25852, -0.32023], [-6.09403, -2.03102, -1.66591], [-4.57421, -1.17731, -1.95994], [-4.47022, -4.91283, 0.14317], [-5.20458, -3.50647, 0.91854], [-6.02633, -4.30006, -0.43495]],
  "lowdin_charge": [-0.108, -0.157, -0.562, -0.016, -0.009, -0.124, -0.174, -0.186, -0.378, -0.073, -0.164, -0.086, -0.083, -0.260, -0.027, 0.045, -0.468, 0.090, 0.004, -0.412, -0.033, -0.039, 0.091, 0.084, 0.083, 0.097, 0.086, 0.060, 0.064, 0.090, 0.089, 0.122, 0.106, 0.120, 0.088, 0.120, 0.100, 0.137, 0.075, 0.077, 0.077, 0.112, 0.119, 0.110, 0.114, 0.066, 0.093, 0.091, 0.117, 0.143, 0.085, 0.082, 0.078, 0.081, 0.083, 0.082],
  "smiles": "COC(C)(C)CCC[C@H](C)C/C=C/C(C)=C/C(=O)OC(C)C",
  "orbital_gap_ev": 9.1148,
  "multiplicity": 1,
  "max_force_ev_per_a": 0.73,
  "e_above_lowest_kj_mol": 0.8,
  "e_homo_ev": -8.9
}